# 1
# C22H24F11N3O8PS3TeZr

C22H24F11N3O8PS3TeZr as an isolated structure in a non-equilibrium geometry (the ωB97M-V functional and the def2-TZVPD basis, the OMol25 dataset).

Element x y z (Å)
Zr1 -0.98590 -0.14355 -1.78839
F1 5.01143 3.44353 -1.43506
C1 3.74567 3.17295 -1.70599
C2 3.25663 1.89113 -1.54745
F2 4.03752 0.90368 -1.12165
C3 1.93053 1.66166 -1.83248
F3 1.46798 0.38170 -1.65778
C4 1.03648 2.62246 -2.24607
S1 -0.67449 2.29723 -2.52123
C5 1.56346 3.89641 -2.40897
F4 0.77990 4.89116 -2.81432
C6 2.89474 4.17229 -2.14624
F5 3.36044 5.40235 -2.30382
F6 -4.62066 -0.73881 -4.22954
C7 -5.02268 -1.15583 -3.04602
F7 -5.05559 -2.46454 -3.01533
F8 -6.16308 -0.60861 -2.71620
S2 -3.68245 -0.56018 -1.82047
O1 -2.89266 0.47329 -2.57329
O2 -2.71908 -1.66659 -1.60437
N1 -4.11376 0.07341 -0.46842
S3 -4.73630 -1.07444 0.55032
O3 -5.39379 -0.48386 1.65716
O4 -5.36506 -2.07413 -0.27039
C8 -3.19983 -1.92696 1.27579
F9 -3.25689 -1.86683 2.59179
F10 -3.15974 -3.18253 0.87910
F11 -2.05453 -1.30794 0.89891
C9 -2.18523 -4.24289 -5.17008
C10 -1.55627 -4.02548 -3.82009
O5 -1.27342 -2.59804 -3.65768
P1 0.18389 -2.02874 -3.42160
O6 -0.10074 -0.50424 -3.56112
Te1 1.98011 -3.17239 -4.16769
O7 0.12257 -1.89574 -1.58776
C11 0.93399 -2.75039 -0.72089
C12 0.12490 -3.90029 -0.17744
H1 -2.45964 -5.29302 -5.27679
H2 -1.48764 -3.98184 -5.96574
H3 -3.08552 -3.63829 -5.28347
H4 -0.62703 -4.58477 -3.71899
H5 -2.22567 -4.28842 -3.00186
H6 1.32023 -2.10011 0.06155
H7 1.77535 -3.09192 -1.31847
H8 -0.48990 -3.60841 0.67194
H9 0.80140 -4.69369 0.14056
H10 -0.53063 -4.30611 -0.94876
C13 1.34315 1.21614 5.73503
C14 1.75704 0.56718 4.42435
N2 2.63381 1.41059 3.61383
C15 3.98991 1.68889 4.10629
C16 4.12796 3.09027 4.67936
C17 2.30915 1.89071 2.40081
O8 3.08223 2.48395 1.66324
C18 0.88846 1.75251 1.91116
C19 -0.07172 2.70771 2.20419
C20 -1.26988 2.70970 1.50270
C21 -1.44672 1.79163 0.49546
N3 -0.51313 0.85853 0.20407
C22 0.61639 0.83559 0.91828
H11 0.66651 0.55532 6.27796
H12 0.82879 2.16263 5.55824
H13 2.20412 1.40812 6.37528
H14 0.87445 0.32268 3.83562
H15 2.28317 -0.37004 4.62063
H16 4.67580 1.56884 3.26906
H17 4.22331 0.92845 4.85203
H18 3.92871 3.83360 3.90759
H19 5.14543 3.24514 5.03942
H20 3.44408 3.25391 5.51231
H21 0.12006 3.45240 2.96745
H22 -2.03837 3.44340 1.69809
H23 -2.35446 1.79209 -0.09071
H24 1.34273 0.07638 0.66307

Atoms 1-3, force components in eV/Å:
0.965 2.294 -0.259
0.043 0.004 0.002
0.071 -0.001 0.027

Values from the calculation:
**Gap between HOMO and LUMO**: 6.95 eV
**Net charge**: +1
**Energy**: -4568.3428 Ha
**Lowest unoccupied orbital energy**: -4.050 eV
**E_HOMO**: -11.004 eV
**Relative energy (zero: lowest compared OMol25 entry of this formula, charge and spin)**: 47.5 kJ/mol

***

# 2
# C4H11NO2

A 2-piece molecular cluster, C4H11NO2 overall in a non-equilibrium geometry (the ωB97M-V functional and the def2-TZVPD basis, the OMol25 dataset).

Element x y z (Å)
C1 0.52198 0.77411 -1.50205
C2 -0.29484 -0.15947 -0.39676
C3 -1.73514 0.20946 -0.48957
C4 -2.48514 -0.26488 0.75181
O1 -3.38016 -1.17303 0.88360
N1 0.32358 -0.23566 0.92919
H1 0.21597 1.79887 -1.11889
H2 0.14223 0.53570 -2.52681
H3 1.67492 0.56357 -1.52885
H4 -0.17125 -1.21589 -0.78042
H5 -2.42635 -0.17465 -1.21317
H6 -1.96122 1.28737 -0.52161
H7 -2.08327 0.17328 1.72677
H8 1.07150 -1.01014 0.97350
H9 0.64697 0.64946 1.34527
H10 3.60849 0.20982 1.15385
H11 3.11817 -1.27525 0.74631
O2 3.21357 -0.69268 1.56784

Atoms 1-3, force components in eV/Å:
-0.104 -0.917 1.499
3.162 -1.214 -2.651
-2.957 0.360 1.983

Values from the calculation:
**Gap between HOMO and LUMO**: 9.35 eV
**Energy**: -364.1616 Ha
**Lowest unoccupied orbital energy**: 0.327 eV
**Structure (SMILES)**: C[C@@H](N)CC=O.O
**E_HOMO**: -9.027 eV
**Relative energy (zero: lowest compared OMol25 entry of this formula, charge and spin)**: 279.9 kJ/mol

***

# 3
# C5H8OS2

C5H8OS2 as an isolated structure in a non-equilibrium geometry (the ωB97M-V functional and the def2-TZVPD basis, the OMol25 dataset).

Element x y z (Å)
C1 -1.37051 0.69706 -0.40338
C2 -0.37090 -0.37898 -0.76631
C3 1.57373 -0.95350 -0.08650
C4 0.65238 -0.38707 1.08435
C5 -0.14792 0.63798 0.29329
H1 -2.94024 0.77169 1.39966
H2 -1.52733 1.52073 -1.06101
H3 -0.88420 -1.21100 -0.05583
H4 1.67896 -2.06189 -0.17682
H5 2.67544 -0.50405 -0.08299
H6 0.00745 -1.28359 1.17197
H7 1.21626 -0.10212 1.96756
H8 0.89025 1.56292 -1.56172
O1 0.82362 -0.66071 -1.32539
S1 -3.16011 0.24241 -0.20266
S2 0.88313 2.11014 -0.19421

Atoms 1-3, force components in eV/Å:
-3.625 -0.301 -3.772
-3.691 -1.185 1.044
2.630 0.037 -0.445

Values from the calculation:
**Gap between HOMO and LUMO**: 8.96 eV
**Energy**: -1066.6662 Ha
**Lowest unoccupied orbital energy**: 0.022 eV
**E_HOMO**: -8.936 eV
**Relative energy (zero: lowest compared OMol25 entry of this formula, charge and spin)**: 696.2 kJ/mol

***

# 4
# C23H52BF9N2O20S2

A 7-piece molecular cluster, C23H52BF9N2O20S2 overall in a non-equilibrium geometry (the ωB97M-V functional and the def2-TZVPD basis, the OMol25 dataset).

Element x y z (Å)
N1 1.27218 -1.87749 -2.22119
C1 1.30530 -3.27059 -1.79882
C2 1.09751 -3.37101 -0.29595
S1 2.70574 -2.80017 0.41191
O1 2.79802 -2.94262 1.82838
O2 2.97097 -1.48225 -0.09948
C3 4.13291 -3.82809 -0.26932
F1 4.41888 -3.49913 -1.55449
F2 5.14587 -3.35094 0.49962
C4 4.11413 -5.37743 -0.08302
F3 3.32612 -5.71325 0.95579
F4 5.37440 -5.77598 0.22233
C5 3.69000 -6.21958 -1.31020
F5 2.43944 -5.89808 -1.70322
F6 3.65502 -7.49922 -0.88087
C6 4.63584 -6.15589 -2.57185
F7 4.82665 -7.40043 -3.03471
F8 4.03449 -5.43752 -3.53468
F9 5.82088 -5.61609 -2.30197
O3 0.87016 -4.72147 0.08223
S2 0.27246 -4.81684 1.58314
O4 1.19301 -5.15368 2.60452
O5 -0.88690 -5.64294 1.54910
O6 -0.02413 -3.24653 1.70324
C7 -0.08496 -2.65270 0.34904
C8 -1.52125 -2.96664 -0.13541
C9 -1.80814 -3.04491 -1.64114
C10 -1.82537 -4.49424 -2.16860
C11 -3.13113 -4.88287 -2.87658
O7 -3.04092 -4.71508 -4.28754
B1 -0.09760 -1.05987 0.54257
N2 -0.59331 -0.23063 -0.55538
O8 0.30216 -0.55049 1.73014
H1 0.81132 -1.74228 -3.10338
H2 2.20708 -1.51013 -2.25092
H3 2.24444 -3.72496 -2.09408
H4 0.54473 -3.83546 -2.31331
H5 -1.91230 -3.85874 0.32991
H6 -2.13782 -2.16023 0.25242
H7 -2.81214 -2.66010 -1.77729
H8 -1.15971 -2.40355 -2.21896
H9 -1.66092 -5.21887 -1.37740
H10 -1.05571 -4.67391 -2.91153
H11 -3.28073 -5.94359 -2.74012
H12 -3.97107 -4.31707 -2.48514
H13 -2.77122 -3.81456 -4.46400
H14 -1.24529 0.46704 -0.22128
H15 0.18092 0.21601 -1.02375
H16 0.10153 0.38835 1.72614
C12 -2.66616 -2.86501 3.40960
C13 -2.44866 -2.17272 4.73494
O9 -3.54708 -2.43378 5.61516
O10 -3.89076 -2.43593 2.81924
H17 -1.86315 -2.64909 2.71644
H18 -2.71750 -3.95346 3.55322
H19 -2.42112 -1.09321 4.59538
H20 -1.51190 -2.49723 5.19682
H21 -3.50298 -3.35839 5.87355
H22 -4.51728 -2.33574 3.54450
C14 1.32173 1.36724 -3.96016
C15 0.79425 2.44123 -4.88586
O11 0.20936 3.48048 -4.09155
O12 0.26375 0.87644 -3.14670
H23 1.74434 0.52876 -4.51485
H24 2.10453 1.79195 -3.31495
H25 -0.00179 2.04435 -5.51274
H26 1.58304 2.84583 -5.52619
H27 0.92883 3.93711 -3.64722
H28 -0.28974 1.64288 -2.95437
C16 0.57314 3.26829 -0.08213
C17 -0.01837 4.37554 -0.93051
O13 -0.59925 5.37988 -0.09469
O14 -0.42070 2.68204 0.75064
H29 0.98923 2.48072 -0.71223
H30 1.37146 3.66899 0.55555
H31 -0.82224 3.98933 -1.55382
H32 0.74533 4.82728 -1.57115
H33 0.11459 5.84181 0.35498
H34 -0.98771 3.40227 1.04919
C18 -3.51330 8.18661 2.12948
C19 -4.19866 6.88527 1.77517
O15 -3.89110 6.52513 0.42850
O16 -3.90920 9.21360 1.22901
H35 -3.77368 8.50325 3.13937
H36 -2.42369 8.06562 2.06722
H37 -5.28029 7.00555 1.81952
H38 -3.90221 6.08626 2.46175
H39 -2.96311 6.26788 0.39457
H40 -3.98114 8.79460 0.36298
C20 9.60047 -3.95153 1.86937
C21 8.86574 -2.63263 1.96814
O17 8.32748 -2.27279 0.69373
O18 10.63727 -3.87527 0.90312
H41 10.05227 -4.21619 2.82520
H42 8.90034 -4.74680 1.57792
H43 9.55710 -1.83720 2.24109
H44 8.06714 -2.68300 2.71467
H45 7.60805 -2.88060 0.50107
H46 10.29085 -3.33866 0.18167
C22 -8.01444 9.56180 1.24174
C23 -7.56024 10.99837 1.38204
O19 -6.60986 11.10764 2.44040
O20 -8.57373 9.09443 2.46017
H47 -8.77405 9.46681 0.46562
H48 -7.15715 8.92778 0.97729
H49 -8.40029 11.63377 1.65873
H50 -7.12895 11.36518 0.44517
H51 -5.80117 10.67160 2.14807
H52 -8.03919 9.48233 3.16223

Atoms 1-3, force components in eV/Å:
-0.024 -0.257 0.261
0.022 0.577 -0.736
-0.273 -0.547 -0.481

Values from the calculation:
**Gap between HOMO and LUMO**: 9.63 eV
**Energy**: -4241.8086 Ha
**Lowest unoccupied orbital energy**: -0.169 eV
**Structure (SMILES)**: NC[C@]1(S(=O)(=O)C(F)(F)C(F)(F)C(F)(F)C(F)(F)F)OS(=O)(=O)O[C@@]1(CCCCO)B(N)O.OCCO.OCCO.OCCO.OCCO.OCCO.OCCO
**E_HOMO**: -9.800 eV

***

# 5
# C3H4HgO3

C3H4HgO3 as an isolated structure in a non-equilibrium geometry (the ωB97M-V functional and the def2-TZVPD basis, the OMol25 dataset).

Element x y z (Å)
C1 -0.89468 0.43134 -0.46296
O1 1.11031 -0.71630 -1.48574
C2 1.47557 0.27156 -0.77136
C3 -0.91178 -0.93812 -0.75788
O2 0.37873 1.04559 -0.44150
O3 2.30274 0.25301 0.15100
H1 -1.40185 1.02638 -1.23645
H2 -0.81854 -1.67232 0.04950
H3 -1.54205 -1.25789 -1.58976
H4 -0.33719 0.68830 4.17383
Hg1 0.63875 0.86845 2.37132

Atoms 1-3, force components in eV/Å:
0.773 -0.389 -3.821
2.497 0.858 -1.555
-2.750 -5.491 2.869

Values from the calculation:
**Gap between HOMO and LUMO (spin up / spin down)**: 6.83 / 6.85 eV
**Net charge**: -1
**Multiplicity**: 2
**Energy**: -495.7023 Ha
**Lowest unoccupied orbital energy (spin up / spin down)**: 3.739 / 3.099 eV
**E_HOMO (spin up / spin down)**: -3.095 / -3.749 eV
**Relative energy (zero: lowest compared OMol25 entry of this formula, charge and spin)**: 426.3 kJ/mol

***

# 6
# C41H40BO6PS

A 3-piece molecular cluster, C41H40BO6PS overall in a non-equilibrium geometry (the ωB97M-V functional and the def2-TZVPD basis, the OMol25 dataset).

Element x y z (Å)
C1 4.19968 3.61291 -1.14214
C2 3.49143 4.33194 -2.39216
O1 2.27192 3.69123 -2.84414
B1 1.12878 4.05449 -2.03507
O2 1.15098 4.32532 -0.62164
P1 -0.55557 4.22621 -2.98263
C3 -0.94126 2.35224 -2.89170
S1 0.17024 1.38113 -1.76932
C4 -0.71536 0.78727 -0.25293
C5 -0.81459 1.86873 0.93591
C6 -0.37475 6.14760 -3.06386
C7 -0.71117 6.79646 -1.62984
C8 -2.13329 6.83207 -1.00459
C9 -2.47278 7.40997 0.38992
C10 -1.30894 8.00767 1.24485
C11 0.11058 8.03108 0.63714
C12 1.34146 8.63600 1.47041
C13 0.42473 7.44839 -0.76233
H1 3.47935 3.25110 -0.33491
H2 4.84439 2.71014 -1.44158
H3 4.90281 4.37950 -0.63452
H4 3.36589 5.46649 -2.19988
H5 4.24195 4.25982 -3.26686
H6 1.78952 5.03123 -0.38193
H7 -0.51724 4.19685 -4.43780
H8 -1.83212 4.45500 -2.31650
H9 -2.02511 2.21741 -2.51742
H10 -0.93592 1.88570 -3.95156
H11 -0.08634 -0.08523 0.16680
H12 -1.75266 0.37001 -0.47949
H13 -1.79548 2.47866 0.91460
H14 0.08936 2.56874 1.00275
H15 -0.83207 1.29314 1.93953
H16 0.64018 6.47161 -3.47688
H17 -1.20223 6.52787 -3.76795
H18 -2.98719 6.37579 -1.60008
H19 -3.52479 7.39438 0.82089
H20 -1.50151 8.44284 2.29156
H21 1.28871 8.14119 2.51284
H22 1.35924 9.77245 1.52196
H23 2.29547 8.19936 0.98594
H24 1.47060 7.44562 -1.23084
C14 0.56287 -2.25497 -1.55801
C15 0.75148 -3.52413 -1.01502
C16 -0.03148 -4.58982 -1.44591
C17 -1.01513 -4.38674 -2.41410
C18 -1.22048 -3.11060 -2.94028
C19 -0.42154 -2.04678 -2.51843
C20 -2.29352 -2.87103 -3.93188
O3 -2.47171 -1.75732 -4.39504
C21 -3.15298 -4.00356 -4.34597
C22 -4.20494 -3.78214 -5.23600
C23 -5.00915 -4.84220 -5.64080
C24 -4.76041 -6.12809 -5.16597
C25 -3.71696 -6.35188 -4.27491
C26 -2.91701 -5.28779 -3.85560
C27 -1.83105 -5.53073 -2.87910
O4 -1.61569 -6.65556 -2.45975
H25 1.18026 -1.42586 -1.22783
H26 1.51108 -3.68296 -0.25640
H27 0.12377 -5.57719 -1.02275
H28 -0.56699 -1.05464 -2.93332
H29 -4.40239 -2.78342 -5.61236
H30 -5.82982 -4.66671 -6.32898
H31 -5.38382 -6.95615 -5.48778
H32 -3.53107 -7.35503 -3.90470
C28 4.98578 -3.03519 4.56337
C29 5.03604 -3.52956 5.86489
C30 3.91356 -4.12774 6.42657
C31 2.73185 -4.22270 5.69131
C32 2.67444 -3.70580 4.39681
C33 3.80804 -3.12170 3.82973
C34 1.41240 -3.75579 3.62375
O5 1.36180 -3.30764 2.49091
C35 0.21071 -4.35029 4.25050
C36 -1.00000 -4.35265 3.55609
C37 -2.13132 -4.92099 4.13169
C38 -2.05587 -5.49693 5.39799
C39 -0.85300 -5.49166 6.09529
C40 0.28064 -4.90944 5.52650
C41 1.54736 -4.87736 6.29154
O6 1.61353 -5.37718 7.40146
H33 5.86504 -2.57665 4.12247
H34 5.95208 -3.45029 6.44127
H35 3.96030 -4.51570 7.43910
H36 3.77348 -2.72987 2.81829
H37 -1.06519 -3.90848 2.56768
H38 -3.07290 -4.91713 3.59208
H39 -2.93729 -5.94666 5.84362
H40 -0.80166 -5.93761 7.08340

Atoms 1-3, force components in eV/Å:
0.383 0.245 0.444
1.936 -0.243 -0.101
-1.133 2.061 1.982

Values from the calculation:
**Gap between HOMO and LUMO**: 6.62 eV
**Energy**: -2802.0391 Ha
**Lowest unoccupied orbital energy**: -1.101 eV
**Structure (SMILES)**: CCOB(O)[PH2](CSCC)Cc1cccc(C)c1.O=C1c2ccccc2C(=O)c2ccccc21.O=C1c2ccccc2C(=O)c2ccccc21
**E_HOMO**: -7.723 eV

***

Question: Among the records above, which one has the highest energy?
Answer: C4H11NO2